134
Properties=species:S:1:pos:R:3:forces:R:3:mulliken_charge:R:1 method="wB97M-V/def2-TZVPD" homo_ev=-7.9 e_tot_ha=-3226.5400 gap_ha=0.2976 charge=0 e_lumo_ev=0.2115 smiles="COCCCC[PH](CCCCO)(CCCCOC)C[C@@H]1CO1.CCOC(=O)OC.CCOC(=O)OC.CCOC(=O)OC.CCOC(=O)OC.CCOC(=O)OC" largest_force_ev_per_a=5.22
C -0.0286 3.2895 3.7366 0.385 0.838 0.563 -0.84
O 0.8308 2.1733 3.4474 -2.125 -0.087 -1.141 -0.27
C 0.5134 1.6108 2.1439 0.520 -0.702 -0.002 -0.48
C 1.2720 2.4184 1.0050 -0.628 -0.218 -0.203 -0.40
C 0.5544 2.3690 -0.4175 0.157 0.922 -0.340 -0.35
C 1.2533 1.3701 -1.4372 0.554 0.219 1.366 -1.48
P 0.2486 0.9458 -2.9794 -0.386 -1.942 -0.208 0.86
C 0.4625 -0.9426 -2.5708 -0.688 -1.438 0.385 -0.74
C -0.4930 -1.4044 -1.3563 1.151 -0.256 -0.412 0.29
C -1.9794 -1.7061 -1.8159 -0.410 0.190 1.475 -0.08
C -2.5841 -2.9589 -1.0193 0.581 0.419 -0.561 -0.89
O -2.7738 -2.6172 0.3868 0.500 -0.445 -0.816 -0.45
C 1.0427 0.6004 -4.6593 0.836 1.003 -1.176 -1.35
C 2.6505 0.5250 -4.5528 0.272 -0.307 -0.503 -0.21
C 3.2179 -0.9457 -4.8435 0.236 0.546 0.239 -0.81
C 4.2064 -1.4073 -3.6881 -0.007 -0.110 -1.144 -0.65
O 4.2267 -2.8637 -3.6730 -0.289 1.168 1.576 -0.22
C 3.9685 -3.3459 -2.3434 -0.399 -1.150 0.157 -0.62
C -0.1764 2.7540 -3.3880 2.324 2.893 -0.741 -1.19
C 1.2375 3.6615 -3.5243 -1.831 -1.217 -3.366 0.53
C 1.0953 4.9824 -4.5547 1.418 0.120 1.588 -1.13
O 1.9043 3.6098 -4.8304 -0.449 0.151 5.195 -0.32
H 0.6406 4.1178 4.1353 -0.826 -0.765 -0.599 0.28
H -0.5613 3.6451 2.8013 0.498 -0.298 1.186 0.35
H -0.7657 3.0778 4.5771 0.711 -0.082 -1.198 0.19
H 0.8831 0.5374 2.1844 -0.474 1.235 -0.096 0.23
H -0.6133 1.5672 1.9898 1.292 0.222 0.065 0.30
H 2.3253 2.0101 0.8738 -1.189 0.665 0.370 0.27
H 1.3085 3.4975 1.3497 0.149 -1.234 -0.407 0.31
H 0.6255 3.4261 -0.8363 -0.185 -1.307 0.438 0.31
H -0.5642 2.1714 -0.3391 1.366 0.033 0.059 -0.01
H 2.2705 1.7899 -1.7369 -1.273 -0.390 0.228 0.79
H 1.5038 0.4333 -0.8425 -0.422 0.991 -0.969 0.69
H -1.1799 0.7027 -2.8461 0.475 0.264 0.002 -0.25
H 0.1325 -1.5963 -3.4469 0.437 0.908 0.890 0.58
H 1.5488 -1.2112 -2.3882 -1.116 0.262 -0.028 -0.55
H -0.0153 -2.3489 -0.9298 -0.743 0.990 -0.382 0.45
H -0.4493 -0.6376 -0.5139 -0.274 -0.872 -0.984 -0.31
H -2.1240 -1.7974 -2.9282 0.407 -0.129 1.071 0.45
H -2.6126 -0.8238 -1.4760 0.627 -1.067 -0.676 -0.11
H -1.8639 -3.8374 -1.0115 -0.913 0.896 -0.579 0.40
H -3.5718 -3.2428 -1.5024 1.109 0.223 0.929 0.30
H -1.9335 -2.8599 0.8167 -0.599 0.296 -0.101 0.26
H 0.7262 -0.3621 -5.1450 -0.066 0.910 0.914 0.75
H 0.7149 1.4267 -5.3688 0.710 -0.946 0.862 0.46
H 3.1363 1.2369 -5.2894 -0.797 -0.683 0.953 0.46
H 3.0328 0.8167 -3.5327 -0.530 -0.109 -0.978 0.15
H 3.7911 -0.9488 -5.8233 -0.690 -0.034 1.148 0.37
H 2.3727 -1.6780 -4.9702 0.895 0.610 0.416 0.33
H 3.9391 -0.9929 -2.6687 0.067 -0.455 -1.159 0.36
H 5.2428 -1.0461 -3.9493 -0.917 -0.279 0.410 0.32
H 4.8958 -3.3562 -1.6863 -0.992 0.167 -0.750 0.27
H 3.6015 -4.4148 -2.4656 0.569 1.219 0.233 0.27
H 3.1311 -2.7793 -1.8237 1.019 -0.496 -0.643 0.17
H -0.6422 2.9160 -4.4077 0.405 -0.467 1.193 0.54
H -0.8129 3.2942 -2.6332 0.568 -0.729 -0.579 0.44
H 1.8835 3.8030 -2.5604 -0.995 -0.025 -2.109 0.30
H 1.8497 5.4093 -5.2692 -1.796 0.393 -0.418 0.42
H 1.5408 5.6074 -3.6703 0.863 -0.751 -0.838 0.17
C -0.6917 -0.5783 6.5625 -0.271 -0.072 -0.168 -1.08
C 0.5070 -1.4982 6.4399 0.079 0.677 0.180 -0.14
O 0.0900 -2.8578 6.2650 0.101 -0.255 -0.269 -0.36
C -0.2733 -3.1861 5.0221 -0.103 0.020 0.334 0.75
O -0.2671 -2.4559 4.0635 0.036 -0.105 -0.008 -0.52
O -0.6668 -4.4661 5.0273 0.193 0.216 0.005 -0.35
C -1.1456 -4.9162 3.7640 -0.213 -0.289 -0.370 -0.62
H -1.3648 -0.9282 7.3486 0.143 0.047 0.069 0.35
H -0.3748 0.4401 6.7931 0.032 -0.056 0.003 0.35
H -1.2687 -0.5574 5.6355 0.145 0.041 -0.006 0.25
H 1.0878 -1.4657 7.3632 -0.084 -0.312 -0.047 0.30
H 1.1717 -1.1883 5.6303 -0.173 -0.142 -0.065 0.27
H -0.4195 -4.7206 2.9732 -0.083 0.115 0.083 0.27
H -2.0997 -4.4372 3.5368 0.120 0.049 -0.096 0.28
H -1.3025 -5.9922 3.8281 0.069 0.109 0.255 0.25
C 3.3783 2.6277 4.1523 0.784 -0.076 0.319 -0.20
C 4.2617 3.8318 3.8916 -0.358 -0.375 -0.353 -0.33
O 4.8537 4.3086 5.1081 0.375 0.142 0.072 -0.36
C 5.9275 3.6308 5.5276 -0.306 0.077 0.059 0.75
O 6.4309 2.6856 4.9778 0.039 0.120 0.052 -0.55
O 6.3370 4.1764 6.6813 -0.038 -0.007 -0.223 -0.35
C 7.4425 3.5017 7.2787 0.327 -0.098 0.255 -0.64
H 2.6446 2.8500 4.9280 -0.033 0.071 -0.176 0.15
H 2.8594 2.3314 3.2497 0.179 0.109 0.092 -0.24
H 3.9684 1.7782 4.5059 0.089 0.095 -0.073 0.38
H 3.6555 4.6507 3.4986 0.139 0.127 0.266 0.29
H 5.0303 3.6133 3.1462 0.080 -0.025 0.219 0.32
H 8.2682 3.3935 6.5741 -0.158 -0.101 -0.012 0.30
H 7.1270 2.5263 7.6527 0.086 -0.005 -0.149 0.29
H 7.7832 4.1040 8.1201 -0.234 0.105 -0.111 0.23
C -7.4036 3.2526 -1.2195 0.033 -0.318 -0.099 -1.00
C -6.5018 3.8368 -0.1503 -0.368 0.361 -0.456 -0.19
O -6.0294 2.8108 0.7301 0.418 -0.136 0.173 -0.38
C -4.9966 2.0885 0.2758 -0.320 -0.089 0.142 0.70
O -4.4390 2.2348 -0.7821 0.042 0.025 0.136 -0.58
O -4.7016 1.1578 1.1939 -0.057 0.419 -0.119 -0.37
C -3.6557 0.2687 0.7994 0.239 -0.287 0.073 -0.01
H -8.2067 2.6671 -0.7653 -0.022 0.160 0.050 0.19
H -7.8418 4.0438 -1.8301 0.021 0.000 0.056 0.38
H -6.8493 2.5782 -1.8756 0.049 0.143 0.013 0.30
H -7.0708 4.5381 0.4625 0.117 -0.229 0.210 0.31
H -5.6669 4.3920 -0.5843 0.058 -0.234 0.040 0.31
H -2.7654 0.8194 0.4875 -0.134 0.011 -0.125 -0.23
H -4.0032 -0.3836 -0.0001 0.059 0.124 0.058 0.33
H -3.3950 -0.3461 1.6590 -0.249 0.114 0.002 0.27
C 6.0658 -5.3400 -4.7102 -0.004 -0.289 -0.248 -1.02
C 7.2282 -4.5027 -4.2173 -0.674 0.191 0.014 0.02
O 8.4447 -5.2625 -4.2193 0.365 0.083 -0.124 -0.36
C 9.0486 -5.3758 -5.4072 -0.162 -0.150 0.239 0.73
O 8.6711 -4.8971 -6.4450 0.116 -0.011 0.073 -0.55
O 10.1420 -6.1340 -5.2452 -0.120 0.183 0.026 -0.35
C 10.8486 -6.3941 -6.4565 0.294 -0.124 -0.276 -0.63
H 5.9934 -6.2704 -4.1412 0.013 0.103 0.094 0.27
H 5.1293 -4.7912 -4.6148 0.110 0.029 0.006 0.25
H 6.1972 -5.6179 -5.7583 0.029 0.119 0.043 0.36
H 7.0494 -4.2032 -3.1831 0.271 -0.147 -0.004 0.17
H 7.3411 -3.5876 -4.8028 0.113 -0.180 -0.080 0.30
H 11.0801 -5.4692 -6.9863 -0.174 -0.072 0.008 0.29
H 10.2673 -7.0647 -7.0914 -0.006 0.166 -0.047 0.29
H 11.7848 -6.8861 -6.1951 -0.162 0.033 0.225 0.23
C -13.1338 0.0210 0.3647 0.256 -0.184 -0.069 -1.09
C -12.9483 1.0746 1.4390 -0.425 0.046 -0.445 -0.16
O -12.0531 0.6133 2.4579 0.245 0.175 0.128 -0.38
C -10.7510 0.7047 2.1619 -0.102 -0.214 0.080 0.77
O -10.2846 1.1404 1.1394 -0.044 -0.010 0.197 -0.56
O -10.0571 0.2071 3.1941 -0.242 0.196 -0.179 -0.34
C -8.6471 0.1796 2.9805 0.525 -0.015 0.025 -0.58
H -13.4384 -0.9295 0.8085 -0.119 0.112 0.019 0.30
H -13.8895 0.3348 -0.3572 0.008 0.007 0.059 0.36
H -12.2001 -0.1618 -0.1712 -0.059 0.130 0.007 0.29
H -13.9040 1.2692 1.9287 0.203 -0.091 0.229 0.29
H -12.6027 2.0217 1.0183 0.176 -0.145 0.063 0.30
H -8.2714 1.1597 2.6833 -0.081 -0.118 -0.128 0.25
H -8.3996 -0.5708 2.2279 0.010 0.167 -0.059 0.28
H -8.1706 -0.1002 3.9192 -0.298 -0.019 0.027 0.26